Run P
Here is a cluster of 2 separate species, C7H11NO in total from the Open Molecules 2025 dataset. Energies are from the ωB97M-V functional and the def2-TZVPD basis.

Computed properties:
**Lowest unoccupied orbital energy**: 0.429 eV
**Frontier orbital gap**: 8.34 eV

Each atom is followed by the atoms it is bonded to, with distances in Å.
Atoms and positions in Å:
1 C 0.9717 0.5867 1.0427  C2 1.323, C3 1.444, C4 1.495
2 C 0.3564 -0.1141 0.1038  C1 1.323, C3 1.521
3 C 0.1132 -0.4488 1.5672  C1 1.444, C2 1.521, N8 1.266
4 C 1.8950 1.7076 1.3981  C1 1.495, H10 1.038, H11 1.137, H12 1.127
5 C -0.8092 -0.4053 -2.6509  C7 1.562, H13 1.099, H14 1.141, H15 1.199
6 C -1.6899 -1.8871 2.0892  N8 1.488, H16 1.079, H17 1.110, H18 1.143
7 C 0.5440 0.1201 -2.0736  C5 1.562, O9 1.376, H19 1.049
8 N -0.5256 -1.0478 2.4822  C3 1.266, C6 1.488
9 O 0.8350 1.4629 -2.1569  C7 1.376, H20 0.924
10 H 2.8963 1.5470 1.6185  C4 1.038
11 H 1.4241 2.2109 2.3025  C4 1.137
12 H 1.9453 2.4863 0.5848  C4 1.127
13 H -0.9376 -1.4318 -2.2797  C5 1.099
14 H -0.7087 -0.4249 -3.7872  C5 1.141
15 H -1.7058 0.2829 -2.2512  C5 1.199
16 H -2.2255 -1.9800 3.0216  C6 1.079
17 H -1.5604 -2.8506 1.5536  C6 1.110
18 H -2.3865 -1.2808 1.4164  C6 1.143
19 H 1.3409 -0.5336 -2.2657  C7 1.049
20 H 0.2271 2.0004 -1.7153  O9 0.924

=====

Run Q
Here is a cluster of 2 separate species, C7H11NO in total from the Open Molecules 2025 dataset. Energies are from the ωB97M-V functional and the def2-TZVPD basis.

Computed properties:
**Lowest unoccupied orbital energy**: 0.801 eV
**SMILES**: CC[C@@H]1CC1=C=O.C=N
**Frontier orbital gap**: 9.47 eV

Each atom is followed by the atoms it is bonded to, with distances in Å.
Atoms and positions in Å:
1 C -3.0662 -1.1104 0.6265  C2 1.547, H8 1.155, H9 1.111, H10 1.053
2 C -1.6136 -1.4356 0.2065  C1 1.547, C3 1.529, H11 1.052, H12 1.032
3 C -1.0196 -0.3606 -0.7040  C2 1.529, C4 1.453, C5 1.504, H13 1.049
4 C 0.3915 -0.0287 -0.8043  C3 1.453, C5 1.436, H14 1.156, H15 1.043
5 C -0.4651 0.9282 -0.1620  C3 1.504, C4 1.436, C6 1.273
6 C -0.7897 2.1350 0.0805  C5 1.273, O7 1.144
7 O -1.1279 3.1875 0.3741  C6 1.144
8 H -3.6073 -0.8261 -0.3536  C1 1.155
9 H -3.1294 -0.2634 1.3430  C1 1.111
10 H -3.5852 -1.9474 1.0001  C1 1.053
11 H -1.4577 -2.3710 -0.2484  C2 1.052
12 H -0.9992 -1.5609 1.0257  C2 1.032
13 H -1.4225 -0.1911 -1.6579  C3 1.049
14 H 1.2973 -0.4025 -0.1911  C4 1.156
15 H 0.7500 0.2836 -1.7322  C4 1.043
16 C 3.6997 0.5573 0.3095  N17 1.219, H18 1.074, H19 1.097
17 N 4.6701 1.1478 -0.1339  C16 1.219, H20 0.988
18 H 2.8826 0.6593 0.9993  C16 1.074
19 H 3.6261 -0.4487 -0.1228  C16 1.097
20 H 4.9662 2.0477 0.1449  N17 0.988

=====

Run R
Here is a cluster of 2 separate species, C7H11NO in total from the Open Molecules 2025 dataset. Energies are from the ωB97M-V functional and the def2-TZVPD basis.

Computed properties:
**Lowest unoccupied orbital energy**: 0.760 eV
**SMILES**: C=CCC#[N+][O-].C=CC
**Frontier orbital gap**: 10.18 eV

Each atom is followed by the atoms it is bonded to, with distances in Å.
Atoms and positions in Å:
1 C -3.1457 -0.3196 0.5716  C2 1.348, H7 1.161, H8 1.013
2 C -1.9347 -0.1291 0.0103  C1 1.348, C3 1.519, H9 1.043
3 C -1.4523 1.0203 -0.8579  C2 1.519, C4 1.431, H10 1.150, H11 1.097
4 C -0.4312 1.7805 -0.2044  C3 1.431, N5 1.164
5 N 0.3793 2.0427 0.5884  C4 1.164, O6 1.194
6 O 1.1980 2.6636 1.1960  N5 1.194
7 H -3.4376 -1.1993 1.2714  C1 1.161
8 H -3.9231 0.3140 0.4323  C1 1.013
9 H -1.0392 -0.6580 0.0901  C2 1.043
10 H -1.2582 0.4672 -1.8476  C3 1.150
11 H -2.3951 1.5635 -0.9962  C3 1.097
12 C 2.3755 0.2996 -0.6967  C13 1.318, H15 1.088, H16 1.104
13 C 2.0205 -0.9674 -0.6195  C12 1.318, C14 1.533, H17 1.058
14 C 1.6318 -1.6455 0.6989  C13 1.533, H18 1.066, H19 1.047, H20 1.203
15 H 2.3873 0.7467 -1.6883  C12 1.088
16 H 2.6577 0.7609 0.2662  C12 1.104
17 H 1.6539 -1.4847 -1.4659  C13 1.058
18 H 0.7217 -1.2809 1.1163  C14 1.066
19 H 1.5851 -2.6855 0.5871  C14 1.047
20 H 2.4062 -1.2892 1.5479  C14 1.203

=====

The most stable of them is run Q.

=====

Run P
Here is a cluster of 2 separate species, C7H11NO in total from the Open Molecules 2025 dataset. Energies are from the ωB97M-V functional and the def2-TZVPD basis.

Computed properties:
**Lowest unoccupied orbital energy**: 0.095 eV
**SMILES**: C=C(C)OC.C=C=C=N
**Frontier orbital gap**: 8.70 eV

Each atom is followed by the atoms it is bonded to, with distances in Å.
Atoms and positions in Å:
1 C 0.2810 -1.6315 -0.7384  C2 1.310, H6 1.118, H7 1.150
2 C 0.5880 -0.6814 0.1103  C1 1.310, C3 1.475, O4 1.374
3 C 0.4869 -0.9434 1.5583  C2 1.475, H8 1.117, H9 1.095, H10 1.088
4 O 1.2380 0.4882 -0.2038  C2 1.374, C5 1.392
5 C 1.1491 0.9858 -1.5003  O4 1.392, H11 1.181, H12 1.092, H13 1.071
6 H 0.2930 -1.5423 -1.8527  C1 1.118
7 H 0.0618 -2.7227 -0.4493  C1 1.150
8 H 1.3785 -0.6490 2.1632  C3 1.117
9 H 0.0872 -1.9493 1.7260  C3 1.095
10 H -0.2348 -0.3174 2.0796  C3 1.088
11 H 1.6319 0.3372 -2.3612  C5 1.181
12 H 1.7401 1.9034 -1.4723  C5 1.092
13 H 0.2032 1.2674 -1.9166  C5 1.071
14 C -1.3248 2.1625 0.8001  C15 1.296, H18 1.072, H19 1.198
15 C -1.7979 0.9664 0.6389  C14 1.296, C16 1.273
16 C -2.3680 0.0886 -0.0859  C15 1.273, N17 1.233
17 N -3.2047 -0.5643 -0.7143  C16 1.233, H20 1.023
18 H -1.2118 2.6289 1.7590  C14 1.072
19 H -1.1928 2.9267 -0.1131  C14 1.198
20 H -3.6429 -1.4203 -0.3661  N17 1.023

=====

Run Q
Here is an isolated molecule of C7H11NO from the Open Molecules 2025 dataset. Energies are from the ωB97M-V functional and the def2-TZVPD basis.

Computed properties:
**Lowest unoccupied orbital energy**: 0.776 eV
**SMILES**: C=C[C@@]1(C)CC(=O)N1C
**Frontier orbital gap**: 10.03 eV

Each atom is followed by the atoms it is bonded to, with distances in Å.
Atoms and positions in Å:
1 C 2.4608 -0.9175 0.6292  C2 1.296, H10 1.090, H11 1.042
2 C 1.1756 -0.8650 0.7899  C1 1.296, C3 1.786, H12 1.075
3 C -0.0052 -0.2208 -0.3847  C2 1.786, C4 1.481, C5 1.466, N8 1.492
4 C 0.8016 0.5882 -1.3277  C3 1.481, H13 1.053, H14 1.091, H15 1.159
5 C -0.9514 -1.1893 -0.9454  C3 1.466, C6 1.567, H16 1.184, H17 1.139
6 C -2.0711 -0.3345 -0.2583  C5 1.567, O7 1.217, N8 1.364
7 O -3.2816 -0.3818 -0.1464  C6 1.217
8 N -1.1230 0.4206 0.3673  C3 1.492, C6 1.364, C9 1.411
9 C -1.2701 1.5603 1.1860  N8 1.411, H18 1.102, H19 1.039, H20 1.036
10 H 3.0106 -1.3229 1.4792  C1 1.090
11 H 2.9154 -0.6442 -0.2675  C1 1.042
12 H 0.6533 -0.9613 1.7247  C2 1.075
13 H 0.2449 1.2037 -1.9764  C4 1.053
14 H 1.3262 -0.0514 -2.0390  C4 1.091
15 H 1.6720 1.1225 -0.7794  C4 1.159
16 H -0.8759 -2.2581 -0.4405  C5 1.184
17 H -0.9352 -1.1854 -2.0839  C5 1.139
18 H -1.4597 1.2835 2.2357  C9 1.102
19 H -0.3167 1.9129 1.3985  C9 1.039
20 H -1.9705 2.2405 0.8388  C9 1.036

=====

The most stable of them is run Q.

=====

Run P
Here is the ion C4H10N3 with charge +1 from the Open Molecules 2025 dataset. Energies are from the ωB97M-V functional and the def2-TZVPD basis.

Computed properties:
**Lowest unoccupied orbital energy**: -4.269 eV
**Frontier orbital gap**: 9.86 eV
**Net charge**: +1

Each atom is followed by the atoms it is bonded to, with distances in Å.
Atoms and positions in Å:
1 C 0.3299 0.4874 -0.1984  N5 1.274, N7 1.288
2 C -1.3051 0.4965 1.5241  C3 1.532, N5 1.472, H8 1.110, H9 1.127
3 C -1.2529 -1.0147 1.2770  C2 1.532, N6 1.453, H10 1.044, H11 1.156
4 C 1.8064 -0.1962 -2.0321  N7 1.457, H12 1.040, H13 1.081, H14 1.105
5 N -0.1287 1.0610 0.8429  C1 1.274, C2 1.472, H15 1.045
6 N -0.7254 -1.3125 -0.0439  C3 1.453, H16 1.001
7 N 1.1556 0.7620 -1.1487  C1 1.288, C4 1.457, H17 1.066
8 H -2.2411 0.8003 1.0101  C2 1.110
9 H -1.2414 0.8626 2.5878  C2 1.127
10 H -0.5409 -1.5125 1.8562  C3 1.044
11 H -2.2359 -1.6128 1.3892  C3 1.156
12 H 1.0930 -0.7163 -2.5823  C4 1.040
13 H 2.5072 0.4108 -2.5882  C4 1.081
14 H 2.3192 -0.8995 -1.3521  C4 1.105
15 H 0.2729 1.9643 1.1814  N5 1.045
16 H -1.3750 -1.3001 -0.8051  N6 1.001
17 H 1.5622 1.7197 -0.9179  N7 1.066

=====

Run Q
Here is the ion C4H10N3 with charge +1 from the Open Molecules 2025 dataset. Energies are from the ωB97M-V functional and the def2-TZVPD basis.

Computed properties:
**Lowest unoccupied orbital energy**: -5.836 eV
**SMILES**: CC[N+]1(CC)N=N1
**Frontier orbital gap**: 10.87 eV
**Net charge**: +1

Each atom is followed by the atoms it is bonded to, with distances in Å.
Atoms and positions in Å:
1 C 1.0194 -2.3245 1.0408  C2 1.551, H8 1.145, H9 1.088, H10 1.046
2 C 0.2763 -0.9885 0.7772  C1 1.551, N3 1.451, H11 1.119, H12 1.101
3 N 0.8325 0.0037 -0.1242  C2 1.451, C4 1.500, N6 1.380, N7 1.426
4 C -0.0893 0.9528 -0.8312  N3 1.500, C5 1.582, H13 1.090, H14 1.181
5 C 0.6608 2.1482 -1.5472  C4 1.582, H15 1.127, H16 1.129, H17 1.138
6 N 2.0753 -0.2767 -0.6549  N3 1.380, N7 1.234
7 N 2.0851 0.5867 0.2272  N3 1.426, N6 1.234
8 H 1.2443 -2.8356 0.0408  C1 1.145
9 H 1.9450 -2.1804 1.5942  C1 1.088
10 H 0.4795 -2.9481 1.6842  C1 1.046
11 H 0.1753 -0.4752 1.7660  C2 1.119
12 H -0.7638 -1.1106 0.4377  C2 1.101
13 H -0.5084 0.2134 -1.5142  C4 1.090
14 H -0.7115 1.4513 0.0403  C4 1.181
15 H 1.5083 2.5797 -0.9433  C5 1.127
16 H 1.0442 1.9206 -2.5844  C5 1.129
17 H -0.1020 2.9915 -1.5955  C5 1.138

=====

Run R
Here is a cluster of 2 separate species, C4H10N3 in total from the Open Molecules 2025 dataset. Energies are from the ωB97M-V functional and the def2-TZVPD basis.

Computed properties:
**Lowest unoccupied orbital energy (alpha / beta)**: -4.899 / -4.898 eV
**Frontier orbital gap (alpha / beta)**: 9.63 / 9.63 eV
**Net charge**: +1

Each atom is followed by the atoms it is bonded to, with distances in Å.
Atoms and positions in Å:
1 C -0.5624 1.7441 -0.0064  N6 1.436, H8 1.115, H9 1.040, H10 1.073
2 C 2.0074 0.1392 -0.0776  C4 1.556, H11 1.155, H12 1.072, H13 1.127
3 C 0.4822 -1.8761 -0.0332  C4 1.436, H14 1.108, H15 1.077, H16 1.166
4 C 0.5668 -0.4433 0.0042  C2 1.556, C3 1.436, N6 1.325
5 N -3.1385 -0.1110 0.1992  N7 1.142, H17 1.022
6 N -0.5243 0.3091 -0.0037  C1 1.436, C4 1.325
7 N -2.1726 -0.7126 0.0973  N5 1.142
8 H 0.0368 2.2595 -0.7934  C1 1.115
9 H -1.5611 2.0324 -0.0364  C1 1.040
10 H -0.1066 2.0495 0.9162  C1 1.073
11 H 2.6689 -0.3183 0.7520  C2 1.155
12 H 1.8098 1.1924 -0.1173  C2 1.072
13 H 2.5899 -0.3428 -0.9129  C2 1.127
14 H -0.5049 -2.2876 0.2562  C3 1.108
15 H 0.7150 -2.0923 -1.0618  C3 1.077
16 H 1.1487 -2.3898 0.7732  C3 1.166
17 H -3.4549 0.8478 0.0444  N5 1.022

=====

Run S
Here is a cluster of 2 separate species, C4H10N3 in total from the Open Molecules 2025 dataset. Energies are from the ωB97M-V functional and the def2-TZVPD basis.

Computed properties:
**Lowest unoccupied orbital energy**: -3.183 eV
**Frontier orbital gap**: 9.70 eV
**Net charge**: +1

Each atom is followed by the atoms it is bonded to, with distances in Å.
Atoms and positions in Å:
1 C -1.4211 -1.9266 -1.2289  C3 1.273, N5 1.223
2 C 1.8175 0.5883 -0.0731  N6 1.299, N7 1.365, H10 1.078
3 C -1.2023 -3.1281 -0.8708  C1 1.273, H8 1.128, H9 1.068
4 C -0.4408 0.9834 0.6696  N6 1.482, H11 1.148, H12 1.037, H13 1.113
5 N -1.4655 -0.7155 -1.3906  C1 1.223, H14 1.043
6 N 0.5541 0.6324 -0.3705  C2 1.299, C4 1.482, H15 1.020
7 N 2.4223 1.2003 0.9864  C2 1.365, H16 1.031, H17 0.941
8 H -1.8076 -3.5795 -0.0327  C3 1.128
9 H -0.3986 -3.7031 -1.2768  C3 1.068
10 H 2.4574 0.1287 -0.8093  C2 1.078
11 H -1.2636 0.2925 0.2647  C4 1.148
12 H -0.0962 0.8674 1.6405  C4 1.037
13 H -0.7498 2.0308 0.4544  C4 1.113
14 H -2.2172 -0.1588 -1.8531  N5 1.043
15 H 0.1543 0.1365 -1.1676  N6 1.020
16 H 3.4019 1.0238 1.2558  N7 1.031
17 H 2.0158 1.5462 1.7614  N7 0.941

=====

The most stable of them is run S.